(1)
{
  "formula": "C34H40N4O2P2Pb",
  "method": "wB97M-V/def2-TZVPD",
  "total_charge": 2,
  "mol_weight_g_mol": 805.87,
  "orbital_gap_ev": 3.95,
  "e_lumo_ev": -9.01,
  "symbols": ["Pb", "C", "C", "C", "C", "C", "C", "C", "C", "C", "H", "H", "H", "H", "H", "H", "H", "H", "H", "H", "H", "H", "H", "H", "H", "P", "P", "N", "N", "N", "N", "C", "C", "C", "C", "C", "C", "C", "C", "C", "C", "C", "C", "C", "C", "C", "C", "C", "C", "H", "H", "H", "H", "H", "H", "H", "H", "H", "H", "H", "H", "H", "H", "H", "H", "H", "H", "H", "H", "O", "C", "O", "C", "C", "C", "C", "C", "C", "H", "H", "H", "H", "H"],
  "xyz": [[0.247, 2.178, 0.699], [-1.732, 2.054, -4.548], [-1.812, 0.733, -4.383], [-0.795, -0.280, -4.769], [0.718, -0.058, -4.417], [1.075, 0.779, -3.239], [0.740, 2.057, -2.984], [0.663, 2.980, -4.152], [-0.537, 2.740, -5.127], [1.643, 1.919, 2.552], [-2.627, 2.682, -4.370], [-2.816, 0.332, -4.141], [-0.831, -0.380, -5.872], [-1.113, -1.254, -4.364], [1.118, -1.071, -4.239], [1.238, 0.339, -5.312], [1.941, 0.366, -2.694], [0.642, 2.452, -1.986], [1.584, 2.795, -4.763], [0.681, 4.027, -3.806], [-0.846, 3.739, -5.455], [-0.176, 2.188, -6.012], [1.162, 2.342, 3.445], [2.584, 2.461, 2.308], [1.905, 0.874, 2.768], [1.863, -0.178, 0.364], [-1.514, -1.113, 0.670], [3.029, 0.903, -0.600], [3.046, -1.381, 0.733], [-2.367, 0.213, -0.097], [-2.802, -2.181, 0.811], [0.796, -0.905, -0.932], [-0.472, -1.744, -0.639], [3.338, 2.247, -0.344], [4.356, 2.644, -1.205], [4.685, 1.521, -2.025], [3.842, 0.476, -1.660], [4.026, -1.229, 1.731], [4.689, -2.427, 1.890], [4.127, -3.358, 0.943], [3.136, -2.685, 0.245], [-2.965, 1.230, 0.674], [-3.540, 2.163, -0.175], [-3.201, 1.771, -1.510], [-2.576, 0.546, -1.438], [-3.829, -2.362, -0.157], [-4.869, -3.028, 0.457], [-4.465, -3.323, 1.812], [-3.203, -2.813, 2.009], [1.451, -1.451, -1.628], [0.401, -0.046, -1.503], [-1.089, -1.815, -1.562], [-0.209, -2.786, -0.374], [2.848, 2.782, 0.460], [4.811, 3.635, -1.250], [5.452, 1.471, -2.788], [3.679, -0.487, -2.121], [4.146, -0.280, 2.246], [5.445, -2.653, 2.632], [4.392, -4.401, 0.845], [2.468, -3.011, -0.538], [-2.891, 1.183, 1.758], [-4.168, 2.996, 0.132], [-3.342, 2.335, -2.425], [-2.326, -0.128, -2.248], [-3.684, -2.037, -1.168], [-5.815, -3.273, -0.003], [-5.060, -3.854, 2.542], [-2.510, -2.866, 2.835], [-0.976, 1.286, 2.830], [-0.761, 0.121, 3.257], [-0.491, -0.901, 2.481], [-0.886, -0.233, 4.705], [-0.388, -1.482, 5.122], [-0.575, -1.909, 6.447], [-1.202, -1.073, 7.384], [-1.639, 0.196, 6.974], [-1.469, 0.633, 5.644], [0.139, -2.103, 4.385], [-0.249, -2.910, 6.743], [-1.360, -1.398, 8.421], [-2.126, 0.846, 7.707], [-1.806, 1.634, 5.359]]
}

=====

(2)
{
  "formula": "C5H15N2O",
  "method": "wB97M-V/def2-TZVPD",
  "total_charge": 1,
  "mol_weight_g_mol": 119.19,
  "orbital_gap_ev": 5.05,
  "e_above_lowest_ev": 7.2563,
  "e_lumo_ev": -8.15,
  "symbols": ["C", "N", "C", "C", "C", "O", "C", "N", "H", "H", "H", "H", "H", "H", "H", "H", "H", "H", "H", "H", "H", "H", "H"],
  "xyz": [[1.272, 0.816, -0.105], [-0.096, 1.046, -0.934], [-1.063, 0.083, -0.421], [-1.917, 0.553, 0.880], [-3.148, -0.389, 0.981], [-3.269, -1.200, -0.213], [1.964, -0.401, -0.017], [5.436, -0.196, -0.177], [0.946, 1.245, 0.963], [1.822, 1.686, -0.414], [0.210, 0.867, -1.913], [-0.677, -0.956, -0.349], [-1.788, -0.035, -1.185], [-2.217, 1.660, 0.812], [-1.317, 0.454, 1.719], [-2.981, -1.062, 1.832], [-4.033, 0.202, 1.137], [-4.096, -1.670, -0.062], [2.392, -1.002, -0.793], [1.721, -0.697, 0.938], [5.826, 0.306, -0.975], [5.927, -1.116, -0.042], [4.390, -0.207, -0.093]]
}

=====

(3)
{
  "formula": "C4H6OS",
  "method": "wB97M-V/def2-TZVPD",
  "smiles": "O=C/C=C/CS",
  "mol_weight_g_mol": 102.16,
  "orbital_gap_ev": 9.13,
  "e_above_lowest_ev": 2.7325,
  "e_lumo_ev": -0.43,
  "symbols": ["O", "C", "C", "C", "C", "S", "H", "H", "H", "H", "H", "H"],
  "xyz": [[-3.027, 0.315, -0.459], [-2.207, -0.635, -0.079], [-0.725, -0.574, -0.049], [-0.019, 0.593, -0.046], [1.393, 0.897, -0.001], [2.525, -0.423, -0.361], [-2.411, -1.785, 0.194], [-0.103, -1.460, 0.097], [-0.587, 1.442, 0.136], [1.761, 1.313, 0.852], [1.536, 1.764, -0.731], [1.865, -1.446, 0.448]]
}

=====

(4)
{
  "formula": "C3H11N2O2",
  "method": "wB97M-V/def2-TZVPD",
  "mol_weight_g_mol": 107.13,
  "orbital_gap_ev": [3.39, 10.61],
  "e_above_lowest_ev": 1.2111,
  "multiplicity": 2,
  "e_lumo_ev": [0.28, 0.22],
  "symbols": ["N", "C", "C", "C", "N", "O", "H", "H", "H", "H", "H", "H", "H", "H", "H", "H", "H", "O"],
  "xyz": [[0.971, 0.609, 1.897], [0.856, 0.842, 0.276], [1.819, -0.043, -0.450], [-0.667, 0.481, 0.039], [-1.311, 0.914, -1.049], [-1.262, -0.088, 0.962], [1.437, 1.557, 2.307], [1.673, -0.112, 2.088], [0.100, 0.320, 2.279], [1.023, 1.928, 0.072], [1.304, -0.446, -1.272], [2.180, -0.935, 0.138], [2.660, 0.514, -0.830], [-2.349, 0.663, -1.118], [-0.928, 1.261, -1.912], [-1.421, -2.081, -1.912], [-0.215, -3.101, -1.433], [-0.629, -2.152, -1.404]]
}